The following is a DFT calculation (ωB97M-V/def2-TZVPD) of a 4-piece molecular cluster, C3H12O4 overall.

```
19
Properties=species:S:1:pos:R:3:mulliken_charge:R:1
C -1.30105 0.85668 -1.07873 -0.74
C -0.18565 0.54796 -0.41302 0.46
O 0.71105 -0.39748 -0.92561 -0.51
C 0.34743 1.10471 0.87451 -0.87
H -2.13649 1.26344 -0.52865 0.29
H -1.36795 0.67015 -2.13875 0.24
H 0.69518 -0.34816 -1.88948 0.32
H -0.00569 2.11911 1.03529 0.34
H 0.16418 0.44318 1.71024 0.16
H 1.43617 1.11796 0.74570 0.30
H 0.39030 -3.27477 0.45633 0.30
H -0.22395 -1.90799 0.17253 0.36
O -0.17704 -2.60165 0.84472 -0.69
H 1.18837 2.33730 -2.02179 0.32
H 1.02265 2.03152 -3.48612 0.32
O 1.70247 2.10721 -2.80505 -0.64
H -0.87188 -1.65422 2.48470 0.35
H -1.23032 -1.85938 3.93459 0.32
O -1.25225 -1.18972 3.24393 -0.63
```

**HOMO energy**: -9.329 eV
**Gap between HOMO and LUMO**: 9.80 eV
**Multiplicity**: 1
**E_tot**: -11494.8063 eV
**Strongest force on any atom**: 0.0160 hartree/bohr
**LUMO**: 0.5 eV